Entry 1:
Entry from OMol25: a structure of composition C12H12AsF5N2S5V (ωB97M-V/def2-TZVPD).

XYZ file:
```
38
Properties=species:S:1:pos:R:3:mulliken_charge:R:1
V -0.2919 0.1154 -0.2326 0.48
F 6.4820 -0.5324 -1.6563 -0.33
C 5.2403 -0.0101 -1.4512 0.50
C 4.2198 -0.7687 -0.8700 -0.21
F 4.4793 -2.0463 -0.4980 -0.32
C 2.9766 -0.2208 -0.6722 -0.07
F 1.9862 -0.9957 -0.1158 -0.17
C 2.6591 1.1301 -0.9910 0.76
S 1.1474 1.8322 -0.6246 -0.47
C 3.7162 1.8606 -1.5867 0.10
F 3.5106 3.1505 -1.9382 -0.34
C 4.9568 1.3198 -1.8177 0.26
F 5.9390 2.0677 -2.3861 -0.33
S -4.2920 -0.8836 -2.5654 -0.65
As -2.7289 -0.7402 -1.1708 0.47
S -2.2627 1.2948 -0.5232 -0.57
S -0.7538 -1.2950 -1.9494 -0.66
S -3.2246 -1.8967 0.5440 -0.64
C 1.0009 0.5928 2.5099 -0.46
C 1.0498 0.3383 4.0352 -0.85
N -0.1169 -0.4213 4.4588 -0.23
C -0.1520 -1.6870 3.7352 -0.76
C -0.2279 -1.4375 2.2123 0.02
N -0.2164 0.0054 1.9497 0.66
C -1.3835 0.5995 2.6114 -0.72
C -1.3161 0.3395 4.1333 -0.76
H 1.8661 0.1330 2.0250 0.00
H 1.0032 1.6644 2.2794 0.51
H 1.0601 1.2799 4.5924 0.27
H 1.9417 -0.2334 4.3102 0.37
H -1.0228 -2.2499 4.0816 0.33
H 0.7486 -2.2485 4.0036 0.27
H -1.1620 -1.8511 1.7984 -0.18
H 0.6257 -1.8994 1.7050 0.35
H -2.2841 0.1466 2.1817 0.28
H -1.3984 1.6702 2.3842 0.51
H -2.1824 -0.2345 4.4714 0.33
H -1.2808 1.2761 4.6993 0.26
```

The electronic energy comes out at -6244.10774 Ha. Its spin multiplicity is 2. The calculation puts the max |F| at 1.6 eV/Å. The HOMO energy (alpha / beta) comes out at -0.344 / 0.113 eV. Its energy relative to the best compared isomer or geometry (same formula, charge and spin) is 18.0 kcal/mol. Its total charge is -2. The expectation value of S² is 0.92.



Entry 2:
Entry from OMol25: a structure of composition C12H12BrInN5 (ωB97M-V/def2-TZVPD).

XYZ file:
```
31
Properties=species:S:1:pos:R:3:mulliken_charge:R:1
In -0.0037 -4.1085 -1.3602 0.91
N 1.5552 -8.7333 -0.7687 -0.04
C 2.8058 -8.2659 -0.8445 -0.17
C 2.6859 -6.8708 -1.0279 -0.30
N 1.4051 -6.5269 -1.0569 -0.23
C 0.6947 -7.6689 -0.8993 0.16
C -0.7041 -7.6681 -0.8964 0.16
N -1.4139 -6.5253 -1.0512 -0.23
C -2.6949 -6.8677 -1.0169 -0.30
C -2.8157 -8.2627 -0.8329 -0.17
N -1.5653 -8.7315 -0.7623 -0.04
H 1.3210 -9.7086 -0.6387 0.24
H 3.6766 -8.8991 -0.7718 0.43
H 3.4921 -6.1620 -1.1329 0.45
H -3.5008 -6.1580 -1.1186 0.45
H -3.6869 -8.8949 -0.7567 0.43
H -1.3317 -9.7071 -0.6333 0.24
C 0.0061 11.3680 0.8367 -1.33
C 0.0058 9.9031 0.9911 0.74
C 0.0076 9.2585 2.2385 -0.43
C 0.0071 7.8927 2.2756 -0.20
C 0.0048 7.1823 1.0358 0.16
Br 0.0041 5.3487 1.0732 -0.06
N 0.0031 7.7634 -0.1667 0.01
C 0.0036 9.0686 -0.1902 -0.31
H 0.0075 11.8906 1.7885 0.38
H -0.8655 11.6800 0.2496 0.36
H 0.8767 11.6793 0.2476 0.36
H 0.0093 9.8399 3.1509 0.43
H 0.0084 7.3422 3.2058 0.43
H 0.0022 9.5420 -1.1671 0.47
```

The electronic energy comes out at -3501.37053 Ha. The calculation puts the max |F| at 4.7 eV/Å. The HOMO energy (alpha / beta) comes out at -15.966 / -16.007 eV. Its energy relative to the best compared isomer or geometry (same formula, charge and spin) is 26.3 kcal/mol. Its total charge is +3.



Entry 3:
Entry from OMol25: a structure of composition C12H12EuF6I2IrO5S (ωB97M-V/def2-TZVPD).

XYZ file:
```
40
Properties=species:S:1:pos:R:3:mulliken_charge:R:1
I 3.0943 -1.3998 -0.5895 0.40
I 2.0539 1.4508 0.0291 0.13
Ir -0.3017 1.4090 -1.3043 0.85
Eu 0.2181 -1.2131 1.2434 1.18
S 0.7112 0.0336 -2.8345 0.15
C -1.9900 -1.9219 -0.1641 0.11
C -2.1718 -1.8346 2.6624 0.15
C -0.2564 0.1307 -4.3622 0.82
C -0.0103 1.4830 -5.0247 -1.23
C -1.7273 -0.0599 -4.0660 -1.33
C 0.2292 -1.0182 -5.2374 -1.59
C -1.7019 1.1446 -0.0899 0.37
C -0.6218 3.2056 -1.6935 0.59
O -3.1173 -2.0812 3.2614 -0.03
O -2.9571 -1.9704 -0.7825 -0.06
O -2.6073 1.0219 0.6468 -0.32
O -0.8386 4.3231 -1.9425 -0.21
H -0.5824 1.5214 -5.9652 0.45
H 1.0538 1.6193 -5.2522 0.43
H -0.3403 2.3077 -4.3846 0.24
H -2.2655 -0.0615 -5.0168 0.48
H -2.1125 0.7316 -3.4217 0.36
H -1.8816 -1.0186 -3.5692 0.34
H -0.3655 -1.0344 -6.1541 0.46
H 0.0852 -1.9652 -4.7038 0.45
H 1.2776 -0.9045 -5.5091 0.47
C 2.2411 0.6474 4.0872 -1.64
C 0.9947 -0.2077 4.2414 0.83
O 0.1255 -0.1049 3.1795 -0.35
C 1.4049 -1.7249 4.3575 0.73
F 2.3766 -1.9920 5.2559 -0.17
F 0.3465 -2.5583 4.5863 -0.18
F 1.9225 -2.1242 3.1125 -0.21
C 0.2133 0.2652 5.5253 0.60
F 0.9410 0.1037 6.6688 -0.17
F -0.0676 1.5910 5.4198 -0.20
F -0.9599 -0.3981 5.6783 -0.16
H 2.8299 0.3128 3.2278 0.38
H 2.8424 0.6223 5.0037 0.45
H 1.9149 1.6684 3.8809 0.45
```

The electronic energy comes out at -3246.30245 Ha. Its spin multiplicity is 11. The calculation puts the max |F| at 7.5 eV/Å. The HOMO energy (alpha / beta) comes out at -22.718 / -23.494 eV. Its total charge is +4. The expectation value of S² is 30.07.